Computed, not measured: a cluster of 3 separate species, C13H22B2F6NO9 in total, with ωB97M-V/def2-TZVPD.

Calculated values
Kohn-Sham gap: 5.8 eV
E_LUMO: 2.2 eV
spin multiplicity: 1
E: -1889.58321 Eh
net charge: -1

Last column: Mulliken charge in e.
Positions of all 53 atoms, in Å:
1 C 4.158 -0.092 2.518  -1.047
2 C 2.634 -0.497 2.358  -0.308
3 B 2.068 -0.236 0.870  0.348
4 O 2.434 -1.059 -0.210  -0.298
5 N 1.169 0.899 0.517  0.218
6 C 0.038 0.918 1.467  -0.551
7 B -1.209 1.803 0.937  0.540
8 O -1.182 3.197 1.140  -0.478
9 O -2.321 1.249 0.272  -0.506
10 C 2.041 2.091 0.645  -0.350
11 C 1.688 3.268 -0.346  0.225
12 O 1.328 2.928 -1.484  -0.728
13 O 1.735 4.475 0.010  -0.786
14 H 4.281 0.946 2.903  0.295
15 H 4.585 -0.759 3.305  0.324
16 H 4.748 -0.192 1.583  0.250
17 H 2.079 0.071 3.135  0.155
18 H 2.574 -1.588 2.588  0.292
19 H 3.294 -1.430 0.045  0.161
20 H 0.310 1.177 2.524  0.106
21 H -0.357 -0.137 1.507  0.108
22 H -1.662 3.419 1.951  0.260
23 H -2.797 0.634 0.848  0.252
24 H 3.074 1.754 0.350  0.291
25 H 2.147 2.449 1.705  0.182
26 C 3.548 -5.044 -4.131  -1.110
27 C 2.956 -5.593 -2.850  -0.226
28 O 3.946 -5.650 -1.807  -0.344
29 C 4.201 -4.494 -1.188  0.384
30 O 3.677 -3.452 -1.440  -0.442
31 C 5.233 -4.707 -0.077  0.883
32 F 6.279 -5.445 -0.490  -0.258
33 F 4.693 -5.347 0.976  -0.270
34 F 5.727 -3.551 0.378  -0.239
35 H 4.425 -5.623 -4.426  0.306
36 H 2.814 -5.075 -4.937  0.370
37 H 3.874 -4.011 -4.003  0.315
38 H 2.619 -6.617 -3.010  0.319
39 H 2.091 -5.015 -2.524  0.328
40 C -4.872 2.263 -0.739  -0.890
41 C -5.471 3.651 -0.778  -0.281
42 O -6.909 3.605 -0.640  -0.301
43 C -7.374 3.451 0.595  0.357
44 O -6.703 3.351 1.581  -0.510
45 C -8.906 3.465 0.584  0.887
46 F -9.414 2.683 -0.384  -0.250
47 F -9.383 4.707 0.375  -0.257
48 F -9.423 3.037 1.742  -0.246
49 H -5.337 1.624 -1.494  0.321
50 H -3.802 2.302 -0.919  0.344
51 H -5.040 1.788 0.229  0.220
52 H -5.269 4.110 -1.745  0.309
53 H -5.035 4.300 -0.017  0.325

***

Computed, not measured: an isolated molecule of C4H6O2, with ωB97M-V/def2-TZVPD.

Calculated values
Kohn-Sham gap: 9.8 eV
SMILES string: C=C(O)C(C)=O
E_LUMO: 0.4 eV
spin multiplicity: 1
E: -306.45684 Eh

Last column: Mulliken charge in e.
Positions of all 12 atoms, in Å:
1 C 1.892 0.238 0.412  -1.024
2 C 0.711 -0.133 -0.091  0.612
3 O 0.559 -1.421 -0.514  -0.474
4 C -0.520 0.731 -0.127  0.630
5 C -1.867 0.034 -0.064  -1.043
6 O -0.411 1.939 -0.123  -0.537
7 H 2.551 -0.551 0.771  0.311
8 H 2.210 1.261 0.521  0.279
9 H 1.484 -1.673 -0.656  0.322
10 H -2.651 0.793 -0.009  0.322
11 H -2.026 -0.605 -0.938  0.302
12 H -1.930 -0.614 0.819  0.300

***

Computed, not measured: a cluster of 2 separate species, C10H15NO3 in total, with ωB97M-V/def2-TZVPD.

Calculated values
Kohn-Sham gap (spin up / spin down): 8.7 / 8.0 eV
E_LUMO (spin up / spin down): 0.2 / -0.6 eV
spin multiplicity: 1
E: -670.28860 Eh

Last column: Mulliken charge in e.
Positions of all 29 atoms, in Å:
1 C -1.984 1.920 0.201  0.499
2 C 3.282 0.426 -1.140  -0.493
3 C 3.019 0.952 1.219  -0.494
4 C 2.290 -1.325 0.464  -0.400
5 C 3.344 -0.191 0.258  -0.187
6 C 1.189 0.531 -0.187  0.426
7 C -4.193 -0.749 -1.052  -1.515
8 C -2.581 -0.725 1.140  -1.240
9 C -2.185 0.962 -0.746  -0.693
10 C -2.742 -0.444 -0.435  0.731
11 N -1.868 2.699 1.046  -0.481
12 O 1.912 0.850 -1.302  -0.414
13 O 1.610 1.159 0.954  -0.360
14 O 1.043 -0.863 -0.112  -0.328
15 H 3.730 1.393 -1.117  0.356
16 H 3.442 -0.311 -1.939  0.289
17 H 3.084 0.531 2.206  0.340
18 H 3.541 1.942 0.966  0.274
19 H 2.647 -2.143 -0.269  0.351
20 H 2.154 -1.463 1.589  0.280
21 H 4.359 -0.666 0.484  0.312
22 H -4.401 -1.767 -1.143  0.401
23 H -4.430 -0.321 -2.002  0.408
24 H -4.978 -0.248 -0.513  0.381
25 H -2.949 -1.684 1.434  0.439
26 H -3.246 -0.019 1.528  0.393
27 H -1.462 -0.629 1.191  0.211
28 H -1.616 1.176 -1.697  0.322
29 H -2.014 -0.992 -1.026  0.192

***

Computed, not measured: a cluster of 3 separate species, C5H18NO2 in total, with ωB97M-V/def2-TZVPD.

Calculated values
Kohn-Sham gap: 11.5 eV
E_LUMO: -3.1 eV
spin multiplicity: 1
E: -406.29740 Eh
net charge: +1

Last column: Mulliken charge in e.
Positions of all 26 atoms, in Å:
1 C -0.676 -1.653 0.752  -1.289
2 C -1.008 -0.382 -0.045  0.155
3 C 0.256 0.372 -0.470  -0.374
4 C -0.029 1.179 -1.747  -0.532
5 C 0.252 0.397 -3.012  -1.321
6 N -1.838 0.514 0.859  -0.266
7 H -1.368 -2.482 0.659  0.335
8 H 0.309 -2.042 0.518  0.271
9 H -0.595 -1.327 1.791  0.388
10 H -1.648 -0.606 -0.897  0.530
11 H 1.091 -0.303 -0.571  0.323
12 H 0.510 1.125 0.260  0.029
13 H 0.497 2.128 -1.809  0.412
14 H -1.049 1.598 -1.767  0.293
15 H -0.004 0.920 -3.933  0.397
16 H -0.116 -0.617 -3.119  0.318
17 H 1.337 0.274 -3.099  0.330
18 H -2.776 0.109 0.919  0.382
19 H -1.493 0.601 1.817  0.299
20 H -1.944 1.458 0.489  0.344
21 H 0.074 1.368 3.621  0.287
22 H 1.053 1.935 2.640  0.286
23 O 0.361 1.268 2.710  -0.585
24 H 3.639 -1.982 0.896  0.281
25 H 2.478 -2.030 1.732  0.305
26 O 2.686 -1.822 0.808  -0.599

***

Computed, not measured: a structure of composition C32H33AlN7O4S, with ωB97M-V/def2-TZVPD.

Calculated values
Kohn-Sham gap: 9.0 eV
E_LUMO: -2.1 eV
spin multiplicity: 1
E: -2564.14492 Eh
net charge: +1

Last column: Mulliken charge in e.
Positions of all 78 atoms, in Å:
1 Al -0.508 -0.750 0.010  -1.981
2 O -1.203 -0.602 3.966  -0.775
3 C -1.250 -0.648 2.744  0.224
4 N -0.250 -0.997 1.906  0.567
5 C 0.898 -1.521 2.633  -0.943
6 C 1.636 -2.577 1.865  0.421
7 C 2.482 -3.478 2.508  -1.013
8 C 3.156 -4.414 1.749  -0.415
9 C 2.964 -4.432 0.371  -1.185
10 C 2.101 -3.502 -0.174  -0.306
11 N 1.456 -2.591 0.554  0.685
12 C -2.552 -0.331 2.055  0.660
13 C -3.700 -0.081 2.788  -0.699
14 C -4.876 0.159 2.101  -0.538
15 C -4.856 0.152 0.712  -0.979
16 C -3.662 -0.094 0.060  -0.263
17 N -2.529 -0.337 0.722  0.518
18 H 0.559 -1.933 3.585  0.761
19 H 1.599 -0.720 2.904  0.111
20 H 2.591 -3.445 3.584  0.534
21 H 3.812 -5.133 2.220  0.432
22 H 3.460 -5.158 -0.258  0.478
23 H 1.904 -3.487 -1.243  0.512
24 H -3.633 -0.092 3.866  0.600
25 H -5.798 0.345 2.637  0.470
26 H -5.752 0.337 0.137  0.488
27 H -3.593 -0.077 -1.019  0.661
28 C 4.581 -0.018 -1.338  -1.090
29 N 3.230 -0.007 -0.787  0.686
30 C 3.075 0.445 0.589  -0.789
31 C 2.226 -0.476 -1.507  -0.256
32 O 1.050 -0.601 -1.150  -0.019
33 H 5.135 0.821 -0.920  0.353
34 H 4.550 0.093 -2.420  0.384
35 H 5.102 -0.942 -1.084  0.301
36 H 3.523 1.435 0.684  0.427
37 H 3.574 -0.246 1.270  0.432
38 H 2.021 0.503 0.838  -0.027
39 H 2.504 -0.753 -2.530  0.403
40 N -0.335 1.241 0.190  -0.431
41 S -0.148 2.290 -0.988  0.411
42 C -1.354 3.590 -0.742  0.733
43 C -1.222 4.776 -1.454  -0.625
44 C -2.183 5.759 -1.298  -0.663
45 C -3.259 5.555 -0.442  -0.520
46 C -3.381 4.364 0.257  -0.729
47 C -2.425 3.366 0.107  -0.125
48 C 1.355 3.211 -0.697  0.544
49 C 2.342 3.157 -1.668  -0.260
50 C 3.551 3.805 -1.440  -0.630
51 C 3.757 4.484 -0.248  -0.499
52 C 2.756 4.531 0.719  -0.754
53 C 1.547 3.896 0.496  -0.423
54 H -0.400 1.667 1.111  0.666
55 H -0.378 4.935 -2.113  0.429
56 H -2.093 6.689 -1.844  0.413
57 H -4.005 6.330 -0.320  0.399
58 H -4.219 4.205 0.921  0.458
59 H -2.517 2.426 0.634  0.126
60 H 2.167 2.619 -2.592  0.480
61 H 4.326 3.783 -2.194  0.483
62 H 4.698 4.988 -0.072  0.414
63 H 2.918 5.070 1.643  0.448
64 H 0.759 3.945 1.240  0.393
65 C -2.073 -5.956 -1.347  -0.986
66 N -1.955 -4.511 -1.530  0.148
67 C -2.383 -3.912 -2.668  0.125
68 C -2.285 -2.581 -2.887  -1.275
69 C -1.681 -1.824 -1.841  0.735
70 O -1.458 -0.575 -1.831  -0.664
71 N -1.271 -2.429 -0.709  0.645
72 C -1.377 -3.775 -0.476  0.451
73 O -1.034 -4.329 0.543  -0.659
74 H -2.832 -6.337 -2.025  0.360
75 H -2.356 -6.161 -0.319  0.327
76 H -1.122 -6.448 -1.548  0.299
77 H -2.822 -4.574 -3.403  0.401
78 H -2.635 -2.117 -3.794  0.526

***

Computed, not measured: a cluster of 7 separate species, C28H71N5O11 in total, with ωB97M-V/def2-TZVPD.

Calculated values
Kohn-Sham gap: 9.5 eV
SMILES string: COC[C@H](C)N.COC[C@H](C)N.COC[C@H](C)N.COC[C@H](C)N.COC[C@H](C)N.CCOC(=O)OC.CCOC(=O)OC
E_LUMO: 0.5 eV
spin multiplicity: 1
E: -2210.64128 Eh

Last column: Mulliken charge in e.
Positions of all 115 atoms, in Å:
1 C -4.097 5.274 0.025  -0.861
2 O -2.765 5.024 0.435  -0.302
3 C -2.482 3.813 1.102  -1.129
4 C -1.104 3.857 1.797  0.733
5 C -0.675 2.423 2.315  -1.118
6 N -1.072 4.751 2.901  -0.854
7 H -4.927 5.177 0.724  0.331
8 H -4.297 4.648 -0.845  0.327
9 H -4.147 6.263 -0.431  0.290
10 H -3.246 3.515 1.821  0.567
11 H -2.563 2.970 0.415  0.409
12 H -0.464 4.144 0.963  0.181
13 H -0.320 1.771 1.517  0.008
14 H -1.504 2.087 2.937  0.359
15 H 0.162 2.540 3.003  0.384
16 H -1.732 5.409 2.511  0.329
17 H -0.249 5.336 2.947  0.266
18 C -7.034 -2.478 2.055  -0.723
19 O -5.766 -2.573 2.642  -0.306
20 C -4.731 -2.059 1.780  -1.009
21 C -3.293 -2.528 1.998  0.623
22 C -2.721 -2.028 3.323  -1.212
23 N -2.385 -2.068 0.953  -0.531
24 H -6.935 -2.871 1.043  0.321
25 H -7.380 -1.448 1.976  0.280
26 H -7.840 -3.080 2.476  0.282
27 H -4.846 -2.428 0.761  0.458
28 H -4.713 -0.969 1.775  0.330
29 H -3.427 -3.609 2.040  0.122
30 H -1.708 -2.338 3.581  0.267
31 H -3.413 -2.437 4.059  0.455
32 H -2.612 -0.944 3.334  0.170
33 H -2.582 -1.108 0.709  0.255
34 H -1.463 -2.022 1.362  0.144
35 C -0.984 5.043 -2.937  -0.764
36 O 0.418 5.352 -3.127  -0.553
37 C 1.165 4.155 -2.886  0.243
38 C 2.641 4.361 -3.180  0.461
39 C 3.484 3.315 -2.526  -0.879
40 N 2.986 5.691 -2.766  -0.786
41 H -1.265 4.278 -2.213  0.218
42 H -1.489 4.580 -3.785  0.361
43 H -1.621 5.905 -2.738  0.352
44 H 1.058 3.841 -1.847  -0.162
45 H 0.675 3.353 -3.438  0.009
46 H 2.784 4.347 -4.260  0.285
47 H 3.819 3.530 -1.512  0.091
48 H 4.467 3.181 -2.976  0.456
49 H 3.042 2.340 -2.734  0.006
50 H 3.307 5.686 -1.809  0.272
51 H 2.109 6.187 -2.696  0.351
52 C 1.413 -2.315 2.867  -0.830
53 O 0.778 -1.860 1.725  0.383
54 C 1.425 -0.646 1.204  -0.558
55 C 0.867 -0.351 -0.202  0.712
56 C 1.126 -1.526 -1.193  -1.137
57 N 1.208 0.943 -0.775  0.305
58 H 2.439 -2.659 2.741  0.309
59 H 0.926 -3.213 3.247  -0.025
60 H 1.299 -1.580 3.664  0.371
61 H 1.374 0.113 1.984  0.402
62 H 2.492 -0.844 1.111  -0.037
63 H -0.198 -0.395 0.028  -0.218
64 H 0.562 -2.313 -0.692  0.437
65 H 2.148 -1.906 -1.169  0.206
66 H 0.710 -1.326 -2.180  -0.059
67 H 0.840 0.850 -1.711  -0.261
68 H 2.214 0.974 -0.861  -0.008
69 C -1.812 -1.558 -7.526  -0.839
70 O -1.679 -1.208 -6.207  -0.295
71 C -0.523 -0.381 -5.911  -0.769
72 C -0.618 -0.018 -4.428  0.549
73 C -1.789 0.793 -3.925  -1.563
74 N 0.604 0.697 -3.988  -0.417
75 H -2.006 -0.681 -8.145  0.344
76 H -2.729 -2.143 -7.594  0.269
77 H -1.038 -2.127 -8.041  0.308
78 H 0.449 -0.836 -6.102  0.419
79 H -0.435 0.502 -6.543  0.427
80 H -0.659 -0.876 -3.756  0.083
81 H -1.835 1.718 -4.499  0.315
82 H -1.830 0.868 -2.838  0.212
83 H -2.719 0.322 -4.244  0.475
84 H 1.500 0.233 -4.033  0.210
85 H 0.748 1.485 -4.604  0.318
86 C 0.089 -5.666 1.941  -0.813
87 C 0.363 -6.601 3.118  -0.283
88 O 0.298 -5.812 4.276  -0.113
89 C 0.562 -6.308 5.548  0.611
90 O 0.982 -7.427 5.797  -0.582
91 O 0.201 -5.383 6.447  -0.281
92 C 0.261 -5.646 7.867  -0.670
93 H 0.130 -6.067 0.928  0.462
94 H 0.811 -4.856 1.837  0.058
95 H -0.883 -5.188 2.062  0.160
96 H 1.346 -7.072 3.096  0.343
97 H -0.468 -7.305 3.134  0.278
98 H 0.931 -6.493 8.018  0.335
99 H -0.761 -5.926 8.120  0.266
100 H 0.676 -4.813 8.434  0.232
101 C 4.051 2.616 1.405  -0.997
102 C 4.735 1.251 1.328  -0.152
103 O 4.878 0.894 -0.006  -0.222
104 C 5.071 -0.424 -0.338  0.797
105 O 5.044 -1.348 0.451  -0.578
106 O 5.219 -0.591 -1.732  -0.293
107 C 5.279 -1.829 -2.315  -0.708
108 H 4.135 3.050 2.401  0.467
109 H 3.018 2.456 1.095  0.157
110 H 4.709 3.276 0.840  0.253
111 H 4.174 0.471 1.843  0.133
112 H 5.604 1.300 1.985  0.426
113 H 4.268 -2.195 -2.489  0.266
114 H 5.913 -2.572 -1.831  0.322
115 H 5.848 -1.687 -3.234  0.277

***

Let's list max |F| in order: 1.9 0.8 4.1 1.8 0.6 5.0 eV/A.